# C41H44IrN9S5

A molecular structure, C41H44IrN9S5 (the ωB97M-V functional and the def2-TZVPD basis, the Open Molecules 2025 dataset).

Total charge: +3
2S+1: 2
LUMO level (alpha / beta), eV: -7.512 / -9.388
Kohn-Sham gap (alpha / beta), eV: 7.28 / 5.39
Energy above the lowest of the compared OMol25 structures with the same formula, charge and spin, kcal/mol: 84.6
Expectation value of S²: 0.755

Structure (XYZ):
```
100
C41H44IrN9S5 (the ωB97M-V functional and the def2-TZVPD basis)
Ir -1.35038 0.70228 0.60849
N 0.31822 1.31332 -0.26043
S 1.73768 0.95403 -0.08620
N 2.32961 -0.43501 -0.64926
S 1.51154 -1.41730 -1.52236
N 0.73536 -2.50371 -0.78333
S -0.22356 -2.39093 0.49917
N -0.67545 -1.10758 1.10439
C -1.54849 -3.46189 -0.00321
C -2.71579 -3.38288 0.74660
C -3.77431 -4.21407 0.41854
C -3.65932 -5.09923 -0.64629
C -2.48767 -5.16339 -1.38975
C -1.41469 -4.34392 -1.07112
C 0.67808 -3.30680 1.71796
C 1.51159 -4.34690 1.32217
C 2.15498 -5.08634 2.30268
C 1.95513 -4.78968 3.64546
C 1.11551 -3.74754 4.02208
C 0.46726 -2.99572 3.05440
C 0.48517 -0.54799 -2.66424
C 1.09838 0.44054 -3.42981
C 0.31707 1.16988 -4.30666
C -1.04384 0.89188 -4.41824
C -1.62937 -0.10603 -3.65253
C -0.86357 -0.83838 -2.75701
C 2.69247 -2.25664 -2.50943
C 4.02601 -1.88036 -2.45161
C 4.91226 -2.48096 -3.33428
C 4.45650 -3.42401 -4.24536
C 3.11517 -3.79611 -4.27475
C 2.21586 -3.20907 -3.40430
C 2.35043 0.90058 1.58678
C 2.67838 -0.30128 2.19826
C 3.15953 -0.27701 3.50166
C 3.31633 0.93255 4.16544
C 2.99083 2.13090 3.53515
C 2.50183 2.12147 2.23849
C 2.73197 2.18682 -0.86861
C 2.10067 3.25326 -1.48818
C 2.88977 4.20785 -2.11580
C 4.27303 4.08166 -2.10945
C 4.88574 3.00485 -1.47512
C 4.11478 2.04174 -0.84570
H -2.78208 -2.67864 1.56752
H -4.69036 -4.17083 0.99256
H -4.48857 -5.74744 -0.89850
H -2.40864 -5.84671 -2.22477
H -0.49406 -4.38777 -1.63466
H 1.65458 -4.56796 0.27228
H 2.80673 -5.90160 2.01667
H 2.45226 -5.38056 4.40425
H 0.95722 -3.52898 5.07026
H -0.19935 -2.18489 3.31218
H 2.16473 0.62252 -3.34250
H 0.77217 1.94370 -4.91053
H -1.64594 1.44643 -5.12659
H -2.68355 -0.32817 -3.75927
H -1.30154 -1.62715 -2.15546
H 4.35312 -1.14108 -1.73457
H 5.95853 -2.20739 -3.31348
H 5.15107 -3.87558 -4.94200
H 2.77157 -4.53783 -4.98341
H 1.16600 -3.47812 -3.42326
H 2.58208 -1.23191 1.65747
H 3.43491 -1.20556 3.98562
H 3.71091 0.94497 5.17380
H 3.15215 3.07280 4.04602
H 2.26901 3.04512 1.71837
H 1.01960 3.30772 -1.47405
H 2.42416 5.05308 -2.60657
H 4.88349 4.82507 -2.60637
H 5.96437 2.91775 -1.46323
H 4.57455 1.19670 -0.34582
N -1.46821 1.10447 3.24930
N -0.90167 2.34527 3.51169
C -0.95396 3.33010 2.61724
N -0.26868 4.43557 2.87456
S -1.88537 3.24283 1.16436
H -2.40016 1.02106 3.64287
H -0.88583 0.36149 3.61709
H -0.39051 2.47355 4.37493
H 0.19790 4.59050 3.75669
H -0.35426 5.22047 2.24898
C -3.13720 0.43166 -0.33814
H -3.16346 -0.51211 -0.88115
H -3.36031 1.26226 -1.00704
H -3.85819 0.41007 0.48971
S -4.39708 2.64125 2.24896
C -5.43838 3.62547 1.30503
N -6.74760 3.44699 1.24046
C -7.41141 4.45587 0.39413
C -6.22278 5.31737 -0.08666
N -5.07318 4.65923 0.56048
H -7.24332 2.73323 1.74877
H -8.13026 5.02929 0.97404
H -7.93532 3.97502 -0.42766
H -6.30388 6.35004 0.24278
H -6.11524 5.30799 -1.16809
H -4.12151 4.97046 0.47008
```

Atomic partial charges in e from the Mulliken method, atoms 1 to 99: 2.497 -1.201 1.379 -0.102 1.020 -0.179 2.039 -1.257 0.071 -0.475 -0.853 -0.619 -0.790 -0.025 0.143 -0.424 -0.833 -0.646 -0.706 -0.252 0.943 -0.573 -0.931 -0.700 -0.772 -0.070 0.119 -0.094 -0.827 -0.625 -0.814 -0.539 0.857 -0.465 -0.816 -0.703 -0.881 -0.401 0.031 -0.141 -0.884 -0.549 -0.922 -0.810 0.480 0.461 0.454 0.490 0.304 0.424 0.477 0.455 0.508 0.215 0.558 0.516 0.468 0.562 0.395 0.384 0.473 0.442 0.457 0.343 0.410 0.547 0.470 0.533 0.541 0.496 0.516 0.462 0.479 0.406 -0.560 -0.066 0.777 -0.350 -0.618 0.270 0.181 0.220 0.225 0.210 -1.006 0.192 0.347 0.457 -0.238 0.475 -0.134 -0.442 -0.447 0.022 0.181 0.303 0.301 0.305 0.304